{"formula": "C39H105N5O19", "method": "wB97M-V/def2-TZVPD", "symbols": ["C", "C", "C", "O", "C", "N", "H", "H", "H", "H", "H", "H", "H", "H", "H", "H", "H", "C", "C", "C", "O", "C", "N", "H", "H", "H", "H", "H", "H", "H", "H", "H", "H", "H", "C", "C", "C", "O", "C", "N", "H", "H", "H", "H", "H", "H", "H", "H", "H", "H", "H", "C", "C", "C", "O", "C", "N", "H", "H", "H", "H", "H", "H", "H", "H", "H", "H", "H", "C", "C", "O", "O", "H", "H", "H", "H", "H", "H", "C", "C", "O", "O", "H", "H", "H", "H", "H", "H", "C", "C", "O", "O", "H", "H", "H", "H", "H", "H", "C", "C", "O", "O", "H", "H", "H", "H", "H", "H", "C", "C", "O", "O", "H", "H", "H", "H", "H", "H", "C", "C", "O", "O", "H", "H", "H", "H", "H", "H", "C", "C", "O", "O", "H", "H", "H", "H", "H", "H", "C", "C", "C", "C", "C", "C", "N", "O", "C", "C", "C", "H", "H", "H", "H", "H", "H", "H", "H", "H", "H", "H", "H", "H", "H", "H", "H", "H", "H", "H"], "xyz": [[-3.0790, -0.9708, -1.0642], [-2.2815, -1.3648, 0.2719], [-1.1655, -0.2770, 0.5096], [-0.4541, -0.6333, 1.6651], [0.7432, 0.1076, 1.9524], [-3.2707, -1.3316, 1.3843], [-3.5140, 0.0244, -0.9726], [-3.9038, -1.6556, -1.2613], [-2.4784, -0.9728, -1.9738], [-1.9353, -2.3895, 0.1363], [-1.7051, 0.6665, 0.5915], [-0.5256, -0.2568, -0.3725], [0.5557, 1.1611, 2.1604], [1.4744, -0.0127, 1.1531], [1.2460, -0.2695, 2.8430], [-3.8994, -0.5575, 1.2241], [-2.8537, -1.0375, 2.2559], [-9.1584, -1.4647, -10.1647], [-9.0733, -0.8306, -8.7816], [-8.2463, -1.7237, -7.9536], [-8.8943, -2.9343, -7.7305], [-8.0137, -3.7600, -6.9640], [-8.6054, 0.5545, -8.7897], [-9.9045, -2.2591, -10.1422], [-8.2441, -1.8940, -10.5745], [-9.5980, -0.7446, -10.8548], [-10.0797, -0.8628, -8.3640], [-8.1448, -1.2945, -6.9568], [-7.2717, -1.8317, -8.4295], [-8.5141, -4.7157, -6.8078], [-7.7301, -3.2979, -6.0185], [-7.0712, -4.0278, -7.4415], [-7.6072, 0.5313, -8.9419], [-9.0470, 1.0043, -9.5789], [-3.5303, -7.8067, -11.1268], [-3.6189, -6.3438, -10.5918], [-2.6873, -6.1970, -9.3940], [-2.6578, -4.8930, -8.8400], [-1.7262, -4.7332, -7.7853], [-3.2059, -5.3391, -11.6342], [-4.5262, -8.1828, -10.8924], [-2.7733, -8.4009, -10.6149], [-3.4882, -7.8916, -12.2127], [-4.6570, -6.1037, -10.3618], [-1.6847, -6.4268, -9.7547], [-2.9648, -6.8837, -8.5944], [-1.4542, -3.6923, -7.6102], [-0.8259, -5.3066, -8.0063], [-2.1385, -5.1948, -6.8881], [-3.2219, -4.5110, -11.0563], [-2.2266, -5.4809, -11.8366], [0.8841, -8.3727, 4.4175], [1.2969, -7.1294, 5.1746], [1.6800, -5.9417, 4.2708], [2.7680, -6.3595, 3.5441], [3.3508, -5.3205, 2.7359], [0.2619, -6.7847, 6.1408], [-0.0425, -8.1161, 3.9041], [0.7224, -9.2579, 5.0326], [1.6760, -8.6986, 3.7431], [2.1779, -7.2963, 5.7942], [2.0558, -5.0547, 4.7807], [0.9149, -5.7619, 3.5155], [2.5928, -4.8752, 2.0915], [4.1336, -5.8054, 2.1527], [3.7993, -4.5311, 3.3391], [-0.6553, -6.6700, 5.7337], [0.3994, -5.9401, 6.6773], [2.1953, 5.5765, 7.7090], [2.2246, 6.9511, 8.4474], [1.3823, 6.8789, 9.5912], [2.8357, 4.6382, 8.4911], [2.6752, 5.6367, 6.7321], [1.1527, 5.2676, 7.6337], [1.9797, 7.9226, 8.0180], [3.2449, 7.1751, 8.7586], [1.5767, 7.6863, 10.0728], [2.2974, 4.4565, 9.2649], [-2.2069, -0.8132, 8.7931], [-0.9617, -1.0605, 7.9639], [-0.2650, -2.2642, 8.3442], [-3.2741, -1.6232, 8.2374], [-2.5710, 0.1998, 8.6219], [-2.0070, -1.0295, 9.8426], [-0.2604, -0.2281, 8.0231], [-1.2528, -1.1629, 6.9185], [0.5745, -2.0182, 8.7397], [-2.9993, -2.5430, 8.2279], [-1.5357, 7.2008, 1.0002], [-2.8071, 6.2856, 0.9224], [-3.8506, 7.0363, 1.4965], [-1.7863, 8.3111, 0.1254], [-0.6975, 6.6462, 0.5782], [-1.3846, 7.6497, 1.9819], [-2.7487, 5.4197, 1.5819], [-3.1794, 6.0279, -0.0691], [-3.9724, 7.8093, 0.9404], [-2.1293, 9.0276, 0.6644], [-1.8204, 4.3926, -6.9035], [-0.9341, 3.4121, -6.0643], [0.5020, 3.4735, -6.2168], [-1.8382, 5.7472, -6.4561], [-2.8927, 4.2007, -6.8641], [-1.7228, 4.3165, -7.9864], [-1.3229, 2.4554, -6.4131], [-1.0662, 3.5031, -4.9862], [0.8836, 4.1798, -5.6903], [-2.6074, 6.1952, -6.8155], [-5.7542, -6.5056, 3.9371], [-7.0875, -6.0255, 3.2731], [-6.7173, -5.3914, 2.0909], [-5.2160, -5.3812, 4.6626], [-5.0443, -6.7791, 3.1565], [-5.9319, -7.3728, 4.5730], [-7.6844, -5.3810, 3.9185], [-7.7929, -6.7939, 2.9568], [-6.2497, -4.5855, 2.3221], [-5.2604, -4.5884, 4.1231], [-7.3883, 1.4332, 4.8505], [-7.9871, 1.8053, 3.4980], [-7.3706, 1.2607, 2.2999], [-7.6635, 0.0496, 5.0142], [-7.9613, 1.9868, 5.5944], [-6.3375, 1.6865, 4.9909], [-7.7510, 2.8686, 3.4577], [-9.0757, 1.7670, 3.4594], [-8.0330, 1.1680, 1.6112], [-7.0524, -0.2597, 5.6868], [8.4654, -1.1434, 5.2740], [8.7770, -2.2595, 4.3403], [10.0805, -2.5452, 4.5613], [8.6256, -1.5070, 6.5462], [7.4600, -0.7902, 5.0448], [9.1779, -0.3469, 5.0595], [8.5954, -2.1565, 3.2705], [8.2320, -3.1134, 4.7430], [10.5150, -2.7319, 3.7259], [9.4342, -2.0207, 6.4847], [10.9014, 4.2057, 0.2764], [10.2238, 5.6132, 0.2081], [10.3273, 6.0899, -1.2801], [9.5074, 5.3913, -2.3213], [8.0475, 5.3484, -1.8573], [7.8047, 4.8260, -0.4271], [8.7769, 5.5406, 0.4793], [8.5356, 5.2962, 1.7734], [6.3380, 5.1571, -0.0429], [8.0133, 3.3321, -0.3913], [10.9014, 6.7088, 1.0255], [10.9105, 3.6133, -0.6385], [10.5824, 3.6398, 1.1517], [11.9407, 4.2809, 0.5961], [9.8787, 7.0733, -1.4206], [11.3877, 6.1818, -1.5153], [9.8493, 4.3805, -2.5434], [9.5679, 5.9647, -3.2463], [7.5629, 4.6482, -2.5378], [7.6372, 6.3565, -1.9162], [5.6071, 4.5862, -0.6156], [6.1410, 5.1180, 1.0284], [6.1383, 6.2175, -0.1971], [7.2136, 2.7948, -0.9012], [8.9438, 2.9262, -0.7884], [7.8718, 2.9332, 0.6131], [10.7406, 6.5218, 2.0872], [10.5063, 7.7216, 0.9467], [11.9618, 6.6704, 0.7763], [8.3691, 6.2038, 2.0383]], "lowdin_charge": [-0.066, -0.362, -0.221, -0.196, -0.091, 0.024, 0.065, 0.068, 0.064, 0.124, 0.121, 0.118, 0.082, 0.082, 0.082, 0.054, 0.055, -0.063, -0.459, -0.284, -0.159, -0.100, 0.047, 0.077, 0.083, 0.070, 0.142, 0.129, 0.130, 0.089, 0.085, 0.082, 0.068, 0.064, -0.053, -0.395, -0.235, -0.203, -0.103, 0.033, 0.067, 0.070, 0.074, 0.130, 0.122, 0.127, 0.089, 0.081, 0.085, 0.049, 0.061, -0.057, -0.436, -0.236, -0.215, -0.083, 0.027, 0.080, 0.078, 0.076, 0.136, 0.123, 0.127, 0.083, 0.087, 0.080, 0.065, 0.065, -0.253, -0.239, -0.082, -0.054, 0.120, 0.116, 0.110, 0.108, 0.082, 0.090, -0.219, -0.242, -0.076, -0.084, 0.117, 0.117, 0.114, 0.118, 0.077, 0.077, -0.204, -0.230, -0.091, -0.088, 0.111, 0.120, 0.115, 0.119, 0.071, 0.077, -0.236, -0.201, -0.077, -0.087, 0.107, 0.111, 0.111, 0.115, 0.079, 0.078, -0.200, -0.254, -0.069, -0.081, 0.112, 0.112, 0.117, 0.115, 0.078, 0.067, -0.244, -0.230, -0.073, -0.066, 0.113, 0.121, 0.104, 0.120, 0.074, 0.080, -0.340, -0.295, -0.051, -0.009, 0.127, 0.123, 0.131, 0.124, 0.103, 0.088, -0.025, -0.470, -0.158, -0.200, -0.135, -0.477, -0.159, -0.012, -0.029, -0.051, -0.035, 0.070, 0.083, 0.072, 0.116, 0.121, 0.102, 0.114, 0.120, 0.116, 0.086, 0.074, 0.076, 0.081, 0.067, 0.089, 0.076, 0.087, 0.087, 0.113], "charge": 0, "e_homo_ev": -8.21, "e_tot_ha": -3251.81747}